Record 1
ORCA calculation (ωB97M-V with the def2-TZVPD basis set) on a structure of composition C7H21F5O2P2PtTe in a non-equilibrium geometry.

```
39
C7H21F5O2P2PtTe (ωB97M-V with the def2-TZVPD basis set)
Pt 0.04855 -0.19670 -0.60569
H -0.98656 -0.76309 0.71021
H -0.84211 0.35271 0.96812
P -0.10178 -2.44373 -0.75921
P -0.10445 2.26534 -0.75395
C 1.41056 3.20751 -0.34783
H 1.27241 4.26209 -0.62020
H 1.60726 3.12101 0.72757
H 2.25072 2.79781 -0.91838
C -0.41041 2.64689 -2.50961
H -1.35906 2.18824 -2.81068
H -0.46140 3.73235 -2.64823
H 0.40852 2.22804 -3.10307
C -1.43197 3.17118 0.12871
H -1.26378 3.11185 1.20951
H -1.43326 4.22424 -0.19206
H -2.40376 2.73209 -0.12176
C -0.23093 -2.80850 -2.53369
H -0.30620 -3.88740 -2.69453
H -1.11995 -2.31966 -2.94908
H 0.65368 -2.42329 -3.05154
C 1.33118 -3.39946 -0.20010
H 1.42563 -3.32665 0.88853
H 1.19926 -4.45154 -0.48207
H 2.24326 -3.02269 -0.67232
C -1.53039 -3.29690 -0.03217
H -2.46123 -2.83450 -0.37412
H -1.52835 -4.35012 -0.34501
H -1.48330 -3.24299 1.05978
C 1.64759 -0.03522 0.53359
O 2.69080 -0.04621 1.06099
H 0.84864 -0.08779 -2.09999
F 0.97392 -1.23948 2.88918
Te 0.05675 0.41721 3.34329
F -0.18970 -0.27592 5.20904
F -1.64827 -0.49371 2.88096
F -0.96135 2.00304 3.72318
F 1.70454 1.26157 3.80782
O 0.48495 1.22239 1.68479
```

- gap between HOMO and LUMO (spin up / spin down) (eV) = 5.486 / 6.809
- total energy (a.u.) = -1999.0395
- E_HOMO (spin up / spin down) (eV) = -6.184 / -9.339
- LUMO (spin up / spin down) (hartree) = -0.0256 / -0.0930
- multiplicity = 3
- <S²> = 2.011

---

Record 2
ORCA calculation (ωB97M-V with the def2-TZVPD basis set) on a cluster of 2 separate species, C2H2O3 in total in a non-equilibrium geometry.

```
7
C2H2O3 (ωB97M-V with the def2-TZVPD basis set)
C -2.05408 -0.03020 -0.27943
C 1.13328 -0.21804 0.45750
O -2.51567 0.98111 0.17883
O 1.80542 -0.10109 -0.72712
O 1.93884 0.90204 0.30245
H -1.83345 -0.48684 -1.18150
H 1.52565 -1.04699 1.24926
```

- gap between HOMO and LUMO (spin up / spin down) (eV) = 7.077 / 10.248
- total energy (a.u.) = -302.8174
- E_HOMO (spin up / spin down) (eV) = -8.132 / -9.918
- LUMO (spin up / spin down) (hartree) = -0.0388 / 0.0121
- relative energy (zero: lowest compared OMol25 entry of this formula, charge and spin) (kcal/mol) = 196.4

---

Record 3
ORCA calculation (ωB97M-V with the def2-TZVPD basis set) on a cluster of 4 separate species, C45H98N5O9S2 in total in a non-equilibrium geometry.

```
159
C45H98N5O9S2 (ωB97M-V with the def2-TZVPD basis set)
C 9.27319 -2.78181 1.15656
C 8.09195 -3.04993 2.07687
C 7.68233 -1.84341 2.94029
C 7.70188 -0.49629 2.19727
C 6.56538 0.42501 2.65238
C 5.30006 0.22252 1.82001
C 4.01149 0.56862 2.56566
C 2.77556 0.31378 1.69408
C 1.58458 1.20247 2.06655
C 0.23939 0.58701 1.64262
C -0.80284 1.62355 1.21900
C -1.78858 2.02850 2.31803
C -2.63876 0.89690 2.94108
C -4.09318 0.83897 2.43384
C -4.40553 -0.20572 1.30114
C -4.44508 0.60362 0.01514
S -4.95924 -0.25141 -1.47926
O -3.86691 -0.19025 -2.40117
O -5.55855 -1.51797 -1.17651
S -6.05180 -0.97372 1.80780
C -5.19513 -1.97170 2.92933
C -5.98399 -2.54487 4.06643
C -5.54775 -2.17818 5.49140
C -5.29535 -0.69348 5.72469
N -3.93699 -2.12190 2.63177
C -2.98420 -2.84657 3.45969
C -2.58946 -4.23881 2.90858
O -2.14658 -4.35256 1.76973
N -2.67478 -5.35814 3.79719
C -3.98351 -5.49792 4.43725
C -1.56949 -5.35703 4.76169
C -3.60611 -1.49734 1.30615
C -2.16051 -1.53905 0.77706
C -2.04956 -2.45092 -0.44916
H 10.16283 -2.50802 1.71973
H 9.06175 -2.01689 0.41496
H 9.51591 -3.68714 0.60099
H 8.37436 -3.85743 2.75232
H 7.23639 -3.40158 1.50131
H 8.36236 -1.78615 3.78749
H 6.67810 -2.03081 3.32145
H 7.61440 -0.64253 1.12417
H 8.64288 0.00225 2.41728
H 6.31829 0.25599 3.70095
H 6.86482 1.46912 2.56698
H 5.32133 0.85331 0.93077
H 5.21428 -0.81148 1.47707
H 4.02097 1.62333 2.84779
H 3.95568 -0.02799 3.47536
H 3.03936 0.46863 0.64930
H 2.48115 -0.73007 1.82222
H 1.61811 1.35981 3.14455
H 1.72787 2.17306 1.59319
H -0.09220 -0.03091 2.47603
H 0.45330 -0.06527 0.79705
H -0.26139 2.52619 0.94127
H -1.34853 1.33562 0.31957
H -2.43926 2.83743 1.98962
H -1.19174 2.45237 3.12697
H -2.69812 1.13386 4.00272
H -2.12436 -0.05775 2.87828
H -4.33773 1.84192 2.09281
H -4.76679 0.65689 3.25932
H -5.17315 1.40032 0.17464
H -3.50131 1.09643 -0.19979
H -5.93957 0.53667 -1.99023
H -6.01348 -3.62622 3.94213
H -6.99745 -2.17802 3.93294
H -4.70226 -2.76612 5.83622
H -6.37589 -2.47697 6.13209
H -6.17754 -0.10506 5.49062
H -5.04375 -0.54140 6.76967
H -4.44270 -0.36619 5.13444
H -3.31955 -2.92005 4.48445
H -2.06618 -2.26199 3.47646
H -4.11492 -4.77637 5.25346
H -4.02545 -6.48446 4.88630
H -4.75717 -5.40012 3.68355
H -1.14768 -6.34911 4.88100
H -1.88941 -4.97267 5.73426
H -0.76134 -4.71085 4.42196
H -4.14815 -2.17209 0.63818
H -1.91093 -0.53680 0.44671
H -1.46031 -1.88760 1.52708
H -2.46247 -1.97080 -1.33189
H -2.59297 -3.38002 -0.31675
H -1.01280 -2.67927 -0.67569
C 7.73441 -1.60061 -2.49780
O 8.49955 -0.61902 -1.82513
C 9.79162 -0.40796 -2.38709
C 9.88805 0.97879 -2.98281
N 9.05400 1.09618 -4.17199
C 8.91574 2.45798 -4.67981
C 8.20479 3.47630 -3.79464
O 6.82714 3.21086 -3.59805
C 6.52078 2.34938 -2.51889
H 6.82338 -1.75659 -1.92088
H 7.45622 -1.27872 -3.50696
H 8.27498 -2.54959 -2.56047
H 10.02753 -1.17359 -3.13063
H 10.52040 -0.49282 -1.57555
H 10.92774 1.18222 -3.25370
H 9.59589 1.69292 -2.20034
H 8.13264 0.73809 -3.95891
H 8.36418 2.39547 -5.62083
H 9.91106 2.84194 -4.92296
H 8.25169 4.44040 -4.30736
H 8.70724 3.61361 -2.82986
H 7.24147 2.44631 -1.70254
H 6.47290 1.30365 -2.83656
H 5.53372 2.62694 -2.14593
C -1.31220 -3.02164 -4.12036
O -2.58194 -3.63065 -3.99352
C -3.67497 -2.72323 -4.13921
C -4.45445 -3.03173 -5.39925
N -3.68729 -2.68454 -6.58826
C -4.27719 -3.14154 -7.84410
C -4.38280 -4.64471 -8.07816
O -3.13507 -5.29534 -8.21981
C -2.52802 -5.72544 -7.01636
H -0.56205 -3.77442 -3.88106
H -1.13181 -2.66378 -5.13931
H -1.20284 -2.18244 -3.42535
H -3.33873 -1.68939 -4.12877
H -4.32849 -2.87219 -3.27570
H -5.38395 -2.45378 -5.39554
H -4.71776 -4.09835 -5.37417
H -2.76037 -3.08020 -6.50497
H -3.67295 -2.72447 -8.65301
H -5.27546 -2.70259 -7.93778
H -4.90182 -4.78767 -9.02947
H -4.99112 -5.14510 -7.31505
H -3.26981 -5.99998 -6.26191
H -1.85891 -4.96298 -6.60660
H -1.92530 -6.60397 -7.24693
C -3.65233 8.47855 -1.81412
O -2.72032 7.95089 -0.88726
C -2.61487 8.69702 0.31995
C -3.11577 7.88286 1.49230
N -4.56029 7.69616 1.42194
C -5.09250 6.74315 2.38777
C -4.66288 5.28646 2.25386
O -5.14063 4.64656 1.07946
C -4.32601 4.80069 -0.07182
H -3.56507 7.89872 -2.73115
H -4.68153 8.39943 -1.44671
H -3.43398 9.52516 -2.04153
H -3.15107 9.64643 0.24632
H -1.55607 8.92115 0.47569
H -2.86905 8.40105 2.42295
H -2.57284 6.92677 1.48223
H -4.80393 7.38598 0.49073
H -6.18181 6.77521 2.30828
H -4.83983 7.08854 3.39467
H -5.10398 4.73832 3.09180
H -3.57580 5.16415 2.33830
H -3.26593 4.87755 0.18375
H -4.62060 5.66568 -0.66882
H -4.47416 3.91259 -0.69077
```

- gap between HOMO and LUMO (eV) = 6.297
- total energy (a.u.) = -3520.2557
- total charge = +1
- E_HOMO (eV) = -9.720
- LUMO (hartree) = -0.1258

---

Record 4
ORCA calculation (ωB97M-V with the def2-TZVPD basis set) on a structure of composition C28H51AsN7OPSSbV in a non-equilibrium geometry.

```
92
C28H51AsN7OPSSbV (ωB97M-V with the def2-TZVPD basis set)
V 14.92913 11.61240 9.45392
C 13.81631 13.13316 14.54637
N 14.24839 12.26795 13.41156
C 14.78698 10.94600 13.51593
C 15.02553 10.51188 12.25605
N 14.71319 11.54965 11.36074
C 14.24683 12.57747 12.08317
P 13.56894 14.16830 11.38076
C 15.04182 14.41487 10.22405
N 15.56130 13.49162 9.42541
C 16.45657 14.10664 8.54701
C 16.47985 15.43682 8.85083
N 15.57288 15.64667 9.93971
C 15.27348 16.94089 10.62320
C 12.62874 13.25060 10.04357
N 13.13728 12.31063 9.19457
C 12.14811 12.06718 8.23868
C 11.06786 12.85768 8.48818
N 11.38370 13.64187 9.63812
C 10.51490 14.68292 10.28806
H 13.96403 12.58963 15.47746
H 14.41544 14.04622 14.56720
H 12.76561 13.39379 14.44288
H 14.92293 10.40631 14.43701
H 15.38762 9.53686 11.93592
H 17.03103 13.54290 7.82282
H 17.10502 16.19479 8.40571
H 16.00033 17.67767 10.29086
H 14.26445 17.26956 10.39073
H 15.37523 16.83641 11.70492
H 12.33758 11.39448 7.41052
H 10.16547 12.94259 7.90187
H 9.54008 14.64582 9.80364
H 10.39335 14.45636 11.35227
H 10.94773 15.68173 10.15998
S 15.90464 7.37574 9.43899
C 15.11940 8.74782 9.27266
N 14.44494 9.72620 9.04815
C 7.98151 7.48093 8.88673
C 8.62480 8.88949 8.88903
C 8.33026 9.65162 7.57484
C 8.19687 9.73612 10.10450
Sb 10.93130 8.83562 9.02257
C 11.30955 7.76150 11.03027
C 11.45945 8.95390 12.01492
C 10.16395 6.80436 11.43986
C 12.62964 6.98232 10.89963
C 11.55928 7.61471 7.15255
C 12.93403 6.96459 7.42104
C 11.69996 8.69459 6.04332
C 10.51074 6.54458 6.79714
H 6.89492 7.62225 8.83188
H 8.17420 6.91949 9.79632
H 8.26496 6.90065 8.00803
H 7.24923 9.77511 7.51308
H 8.63996 9.10964 6.68584
H 8.78879 10.64074 7.56904
H 7.11761 9.88392 10.03543
H 8.67551 10.71587 10.13091
H 8.39527 9.23916 11.05806
H 10.53473 9.50554 12.13349
H 12.24857 9.65898 11.72034
H 11.76156 8.54443 12.97822
H 9.21228 7.31029 11.57328
H 10.43474 6.39686 12.42406
H 10.04522 5.97880 10.73594
H 13.46088 7.59920 10.58637
H 12.51518 6.13364 10.22306
H 12.84941 6.56980 11.88782
H 13.71358 7.68242 7.65099
H 13.23321 6.42705 6.50802
H 12.88141 6.20712 8.20061
H 12.49546 9.39833 6.27414
H 10.77617 9.23383 5.87237
H 11.95843 8.17557 5.11693
H 10.31048 5.83897 7.60961
H 10.89162 5.95677 5.96173
H 9.58689 6.98374 6.44975
C 19.82459 11.05982 8.89511
As 18.23348 10.00782 9.14068
C 18.61979 8.91692 10.68245
C 17.99886 9.02284 7.48982
O 16.90824 11.19924 9.43264
H 20.68095 10.40792 8.76070
H 19.95749 11.67617 9.78600
H 19.70711 11.70426 8.02712
H 19.13223 7.99881 10.39601
H 17.65255 8.65378 11.09914
H 19.21335 9.46969 11.40862
H 18.23606 7.96654 7.61153
H 18.61941 9.47008 6.72044
H 16.94054 9.13468 7.23466
```

- gap between HOMO and LUMO (spin up / spin down) (eV) = 6.303 / 6.373
- total energy (a.u.) = -5715.4143
- total charge = +1
- E_HOMO (spin up / spin down) (eV) = -8.492 / -8.721
- LUMO (spin up / spin down) (hartree) = -0.0804 / -0.0863
- multiplicity = 4
- relative energy (zero: lowest compared OMol25 entry of this formula, charge and spin) (kcal/mol) = 0.0
- <S²> = 3.771

---

Question: Which formula does entry 3 have?
Answer: C45H98N5O9S2